Record 1
Below is C30H46BrN3OsP2Se as an isolated structure in a non-equilibrium geometry, with properties calculated with ωB97M-V/def2-TZVPD.

Summary:
net charge = +4
spin multiplicity = 5
ΔE to the lowest compared entry with this formula, charge and spin = 7.6517 eV
E_LUMO (spin up / spin down) = -13.9 / -15.0 eV
expectation value of S² = 6.3556
E_HOMO (spin up / spin down) = -19.269 / -19.248 eV

Element x y z (Å)
C 1.837 -2.910 -3.018
C 2.434 -1.945 -2.143
C 3.635 -1.301 -2.518
C 4.194 -1.601 -3.752
N 3.648 -2.495 -4.559
C 2.515 -3.122 -4.233
C 2.167 -1.350 -0.872
C 2.755 -0.831 0.167
C 2.504 -1.658 1.387
C 1.972 -1.204 2.611
C 1.106 -2.057 3.337
C 0.700 -3.270 2.665
C 1.741 -3.922 1.926
C 2.668 -3.078 1.324
Os -0.741 -3.014 1.541
P -0.388 -0.134 -1.438
H 4.181 -0.676 -1.802
H 0.986 -3.576 -2.778
H 5.113 -1.080 -4.009
H 2.144 -3.829 -4.960
H 3.543 -3.451 0.785
H 2.360 -0.235 2.948
H 1.784 -5.029 1.926
H 0.787 -1.872 4.349
C -1.834 1.031 -1.218
C -1.950 2.244 -2.139
H -1.771 1.374 -0.174
H -2.752 0.433 -1.292
H -2.871 2.774 -1.847
H -1.113 2.945 -2.044
H -2.047 1.966 -3.194
C 0.945 1.056 -1.980
C 1.318 1.141 -3.454
H 1.849 0.756 -1.431
H 0.697 2.048 -1.585
H 2.173 1.829 -3.529
H 1.641 0.176 -3.861
H 0.516 1.536 -4.088
C -0.890 -1.033 -3.005
C -1.889 -0.472 -4.021
H -1.294 -1.995 -2.662
H 0.041 -1.316 -3.507
H -2.134 -1.281 -4.721
H -2.833 -0.111 -3.577
H -1.465 0.348 -4.619
Br -1.252 -5.072 0.165
P 0.660 1.857 1.265
C 0.509 3.615 0.477
C 0.509 4.944 1.240
H -0.424 3.576 -0.120
H 1.362 3.636 -0.226
H 0.408 5.715 0.468
H -0.330 5.062 1.924
H 1.436 5.158 1.770
C -0.142 2.317 2.865
C 0.684 2.585 4.109
H -0.871 1.521 3.082
H -0.685 3.220 2.566
H -0.055 2.687 4.914
H 1.359 1.758 4.367
H 1.252 3.526 4.092
C 2.483 2.089 1.630
C 3.161 3.374 2.107
H 2.942 1.735 0.700
H 2.665 1.297 2.357
H 4.181 3.054 2.358
H 3.247 4.156 1.342
H 2.752 3.817 3.021
C -4.448 -0.834 3.653
N -4.472 -1.277 2.271
C -5.570 -1.700 1.534
C -5.098 -2.154 0.323
N -3.704 -2.043 0.383
C -2.736 -2.480 -0.612
C -3.346 -1.505 1.571
Se -1.692 -1.312 2.502
H -3.461 -0.395 3.839
H -4.580 -1.675 4.332
H -5.215 -0.079 3.814
H -6.566 -1.671 1.949
H -5.612 -2.529 -0.527
H -3.001 -3.482 -0.984
H -2.609 -1.731 -1.414
H -1.719 -2.561 -0.041

Atoms 1-2, force components in eV/Å:
C 0.5 0.3 0.2
C 0.0 -0.1 -0.5

***

Record 2
Below is a 10-piece molecular cluster, C30H46Cl18N2O4 overall in a non-equilibrium geometry, with properties calculated with ωB97M-V/def2-TZVPD.

Summary:
net charge = 0
structure (SMILES) = CC(=O)N(C(C)=O)c1cccc2c1C(=O)NC2=O.ClCCCl.ClCCCl.ClCCCl.ClCCCl.ClCCCl.ClCCCl.ClCCCl.ClCCCl.ClCCCl
E_LUMO = -0.1 eV
E_HOMO = -9.579 eV

Element x y z (Å)
C -2.199 0.735 -1.293
C -1.860 -0.288 -2.369
O -2.643 -0.442 -3.288
N -0.636 -0.978 -2.294
C -0.514 -2.039 -3.311
C -1.515 -3.182 -3.448
O 0.445 -2.003 -4.037
C -0.370 -1.532 -0.987
C -1.167 -2.461 -0.339
C -0.804 -2.947 0.892
C 0.349 -2.553 1.532
C 1.139 -1.623 0.903
C 0.776 -1.137 -0.349
C 1.865 -0.131 -0.763
O 1.774 0.696 -1.622
N 2.962 -0.429 0.098
C 2.437 -0.951 1.334
O 2.934 -0.806 2.412
H -1.558 1.615 -1.428
H -2.101 0.337 -0.278
H -3.226 1.066 -1.458
H -2.533 -2.852 -3.225
H -1.240 -4.006 -2.785
H -1.491 -3.475 -4.498
H -2.080 -2.786 -0.826
H -1.425 -3.665 1.418
H 0.646 -2.957 2.506
H 3.512 -1.091 -0.452
Cl -5.007 2.515 -1.067
C -6.076 2.904 -2.442
C -5.760 4.250 -3.043
Cl -6.182 5.588 -1.944
H -7.105 2.853 -2.091
H -5.928 2.124 -3.188
H -6.341 4.392 -3.954
H -4.709 4.338 -3.293
Cl 6.601 1.640 -3.620
C 5.701 1.737 -2.083
C 6.294 0.845 -1.022
Cl 6.066 -0.885 -1.398
H 4.662 1.483 -2.284
H 5.745 2.774 -1.754
H 5.802 1.028 -0.068
H 7.359 1.022 -0.895
Cl -0.974 8.781 -3.867
C -2.707 9.160 -3.702
C -3.459 8.078 -2.970
Cl -3.572 6.575 -3.919
H -3.111 9.322 -4.698
H -2.775 10.094 -3.146
H -4.480 8.405 -2.775
H -2.991 7.839 -2.018
Cl 9.127 -0.131 1.466
C 9.025 -1.728 0.672
C 9.471 -2.843 1.585
Cl 11.222 -2.784 1.917
H 9.620 -1.690 -0.233
H 7.984 -1.875 0.390
H 9.271 -3.805 1.119
H 8.947 -2.811 2.538
Cl 9.521 -3.935 -1.521
C 10.159 -3.750 -3.174
C 11.375 -2.860 -3.209
Cl 10.973 -1.164 -2.838
H 9.360 -3.359 -3.801
H 10.418 -4.746 -3.530
H 11.812 -2.874 -4.206
H 12.130 -3.191 -2.499
Cl 0.873 -4.054 4.211
C 2.197 -4.894 5.062
C 3.492 -4.826 4.292
Cl 3.432 -5.786 2.792
H 1.887 -5.922 5.235
H 2.316 -4.405 6.028
H 4.301 -5.232 4.897
H 3.743 -3.801 4.026
Cl -6.270 1.392 2.322
C -4.981 1.504 3.552
C -3.628 1.766 2.940
Cl -3.034 0.367 2.007
H -4.986 0.585 4.123
H -5.252 2.323 4.216
H -2.900 1.957 3.726
H -3.648 2.629 2.276
Cl -8.080 -2.754 -0.662
C -7.284 -1.160 -0.573
C -5.997 -1.120 -1.355
Cl -4.727 -2.125 -0.616
H -7.118 -0.924 0.476
H -7.984 -0.433 -0.983
H -5.614 -0.101 -1.382
H -6.139 -1.459 -2.379
Cl -6.365 0.240 6.223
C -7.864 1.038 6.765
C -8.265 2.168 5.849
Cl -7.137 3.545 5.945
H -7.710 1.385 7.784
H -8.642 0.278 6.774
H -9.247 2.542 6.136
H -8.311 1.843 4.812

Atoms 1-2, force components in eV/Å:
C 0.4 -0.3 -0.2
C -1.0 0.7 0.1

***

Record 3
Below is C30H46Cl2N5O10SiSm as an isolated structure in a non-equilibrium geometry, with properties calculated with ωB97M-V/def2-TZVPD.

Summary:
net charge = 0
spin multiplicity = 6
E_LUMO (spin up / spin down) = -1.6 / -1.6 eV
expectation value of S² = 8.7582
E_HOMO (spin up / spin down) = -7.834 / -7.858 eV

Element x y z (Å)
C -0.035 -2.764 -3.819
C 1.270 -2.090 -3.546
H -0.342 -2.620 -4.860
H -0.825 -2.376 -3.165
H 0.042 -3.854 -3.650
C 2.212 -1.857 -4.471
C 2.069 -2.085 -5.933
H 3.201 -1.510 -4.169
H 1.037 -2.286 -6.243
H 2.688 -2.930 -6.263
H 2.426 -1.209 -6.492
Sm -0.512 0.734 -0.160
Cl -2.381 -0.919 -0.671
C 2.621 0.799 0.837
O 1.829 1.354 0.033
N 3.675 1.412 1.380
C 3.903 2.825 1.118
C 4.736 0.682 2.062
H 2.471 -0.255 1.134
H 2.988 3.240 0.690
H 4.740 2.946 0.412
H 4.149 3.322 2.066
H 4.457 -0.373 2.149
H 4.902 1.096 3.067
H 5.680 0.748 1.499
H -2.994 3.003 4.340
H -3.681 0.931 4.705
C -2.847 2.974 3.258
C -4.101 0.836 3.694
N -3.346 1.688 2.782
H -1.783 3.079 3.016
C -3.111 1.348 1.522
O -2.357 2.022 0.769
H -4.023 -0.210 3.362
H -3.571 0.411 1.169
H -3.408 3.802 2.800
H -5.166 1.122 3.727
H -0.200 -0.072 -4.269
H 2.254 0.922 -4.909
C -0.491 0.989 -4.275
C 1.769 1.902 -4.789
N 0.657 1.791 -3.853
H -1.325 1.129 -3.581
C 0.671 2.440 -2.689
O -0.261 2.384 -1.844
H 2.501 2.615 -4.386
H 1.571 3.061 -2.525
H -0.777 1.275 -5.298
H 1.418 2.243 -5.774
O 0.576 -0.704 -1.741
C 1.496 -1.652 -2.093
C 3.428 0.028 -2.204
C 2.945 -1.210 -1.783
H 2.732 0.727 -2.681
C 4.765 0.368 -1.980
H 1.349 -2.581 -1.514
C 3.752 -2.062 -1.041
H 5.154 1.309 -2.369
C 5.590 -0.508 -1.265
C 5.084 -1.730 -0.808
H 3.297 -2.980 -0.661
H 6.632 -0.245 -1.080
H 5.720 -2.432 -0.271
Si -5.397 -1.177 -2.105
Cl -3.817 -1.678 -3.409
C -5.562 0.683 -2.289
C -5.384 -1.769 -0.311
C -7.025 -1.982 -2.672
H -4.576 1.162 -2.304
H -6.147 1.092 -1.453
H -6.092 0.921 -3.223
H -7.349 -1.642 -3.665
H -7.805 -1.699 -1.953
H -6.970 -3.079 -2.681
H -4.424 -1.589 0.195
H -5.610 -2.842 -0.238
H -6.164 -1.230 0.249
O 0.034 1.358 2.198
C -0.110 0.154 2.600
O -0.383 -0.807 1.805
C 0.074 -0.104 4.070
C -0.646 -1.100 4.743
C -0.453 -1.264 6.130
C 0.537 -0.541 6.813
C 1.280 0.416 6.111
C 1.014 0.675 4.750
N 2.365 1.124 6.729
O 2.586 0.974 7.950
O 3.066 1.867 5.999
N -1.364 -2.106 6.863
O -2.244 -2.733 6.233
O -1.241 -2.169 8.104
H -1.372 -1.707 4.206
H 0.715 -0.712 7.869
H 1.544 1.466 4.221

Atoms 1-2, force components in eV/Å:
C -0.4 0.0 -0.1
C 1.2 0.5 0.0

***

Record 4
Below is C30H46Cl3CuNPSi as an isolated structure, with properties calculated with ωB97M-V/def2-TZVPD.

Summary:
net charge = +1
spin multiplicity = 2
ΔE to the lowest compared entry with this formula, charge and spin = 0.0423 eV
E_LUMO (spin up / spin down) = -2.4 / -5.5 eV
expectation value of S² = 0.7546
E_HOMO (spin up / spin down) = -11.238 / -11.527 eV

Element x y z (Å)
Cu 0.759 0.321 -1.331
C 3.156 4.199 2.462
C 3.252 3.268 1.250
C 3.257 4.068 -0.052
C 2.138 2.244 1.272
C 0.813 2.630 1.114
C -0.235 1.715 1.153
C -1.664 2.232 1.183
C -2.031 2.635 2.622
C -1.913 3.437 0.269
C 0.068 0.346 1.331
C 1.394 -0.054 1.583
C 2.404 0.902 1.523
C 1.712 -1.452 2.083
C 2.971 -2.069 1.477
C 1.847 -1.412 3.612
C -1.052 -0.641 1.470
C -1.614 -0.783 2.741
C -2.720 -1.580 2.968
C -3.303 -2.253 1.906
C -2.737 -2.154 0.648
C -1.596 -1.378 0.407
P -0.847 -1.385 -1.266
C -0.416 -3.170 -1.645
C 0.850 -3.459 -0.831
C -0.132 -3.291 -3.146
C -1.464 -4.215 -1.257
C -2.176 -0.725 -2.441
C -3.336 -1.672 -2.758
C -1.504 -0.339 -3.769
C -2.740 0.539 -1.784
H 4.009 4.878 2.491
H 3.138 3.632 3.393
H 2.247 4.804 2.416
H 4.197 2.723 1.316
H 2.352 4.673 -0.144
H 3.322 3.411 -0.921
H 4.111 4.746 -0.077
H 0.584 3.682 0.987
H -2.332 1.424 0.882
H -1.272 3.306 3.028
H -2.118 1.777 3.284
H -2.987 3.161 2.628
H -1.534 4.357 0.717
H -2.984 3.570 0.116
H -1.443 3.325 -0.709
H 3.427 0.601 1.718
H 0.864 -2.098 1.847
H 3.874 -1.619 1.893
H 3.005 -1.952 0.396
H 3.007 -3.135 1.704
H 2.655 -0.738 3.902
H 2.081 -2.407 3.994
H 0.931 -1.070 4.094
H -1.167 -0.239 3.562
H -3.133 -1.663 3.965
H -4.182 -2.865 2.056
H -3.190 -2.707 -0.159
H 1.645 -2.747 -1.043
H 1.219 -4.456 -1.081
H 0.640 -3.439 0.240
H 0.493 -2.485 -3.522
H -1.053 -3.321 -3.728
H 0.398 -4.229 -3.325
H -1.629 -4.251 -0.182
H -1.076 -5.191 -1.560
H -2.418 -4.074 -1.763
H -3.007 -2.583 -3.254
H -4.013 -1.156 -3.443
H -3.918 -1.935 -1.877
H -1.235 -1.211 -4.361
H -0.602 0.258 -3.626
H -2.207 0.255 -4.358
H -3.276 0.310 -0.863
H -3.440 1.016 -2.473
H -1.957 1.264 -1.549
Cl 2.999 1.178 -3.925
Si 2.866 -0.231 -2.423
Cl 3.053 -2.025 -3.385
Cl 4.551 -0.008 -1.297
N 0.437 3.014 -2.841
C 0.515 2.194 -2.037
H 0.410 3.770 -3.498

Atoms 1-2, force components in eV/Å:
Cu 0.0 -0.1 0.5
C 0.0 0.0 0.0

***

Record 5
Below is C30H46CoF3N6O3Si as an isolated structure, with properties calculated with ωB97M-V/def2-TZVPD.

Summary:
net charge = -1
spin multiplicity = 2
ΔE to the lowest compared entry with this formula, charge and spin = 0.0000 eV
E_LUMO (spin up / spin down) = 2.4 / 2.4 eV
expectation value of S² = 0.8304
E_HOMO (spin up / spin down) = -3.710 / -4.025 eV

Element x y z (Å)
Co -0.118 0.400 -0.745
C -1.751 3.859 1.045
C -1.153 2.812 0.162
N -0.932 1.603 0.519
N -1.186 1.127 1.764
C -0.849 -0.164 1.754
O -0.449 -0.815 0.743
C -0.915 -0.889 3.058
C -0.702 -2.260 3.095
C -0.729 -2.943 4.304
C -0.962 -2.258 5.488
C -1.172 -0.885 5.457
C -1.149 -0.203 4.248
C -0.752 3.051 -1.228
C -0.881 4.282 -1.860
C -0.467 4.423 -3.172
C 0.082 3.331 -3.824
C 0.182 2.136 -3.137
N -0.243 1.986 -1.882
H -1.926 3.426 2.027
H -2.702 4.223 0.644
H -1.081 4.718 1.147
H -0.517 -2.783 2.168
H -0.564 -4.014 4.320
H -0.979 -2.791 6.431
H -1.352 -0.343 6.378
H -1.308 0.867 4.203
H -1.294 5.115 -1.305
H -0.558 5.377 -3.679
H 0.435 3.397 -4.844
H 0.636 1.262 -3.587
F 5.069 0.966 -2.603
C 4.016 0.741 -1.811
F 3.755 1.899 -1.177
F 4.425 -0.140 -0.864
C 2.768 0.207 -2.573
O 2.893 0.066 -3.789
O 1.782 -0.001 -1.826
C 1.846 3.112 2.116
N 2.511 2.009 2.779
C 2.454 2.062 4.224
C 2.535 0.792 2.110
N 1.903 0.654 1.016
N 3.278 -0.214 2.761
C 3.046 -1.557 2.257
C 4.699 0.078 2.933
H 2.295 4.053 2.444
H 0.773 3.130 2.353
H 1.957 3.006 1.040
H 1.421 2.207 4.569
H 3.054 2.898 4.596
H 2.828 1.137 4.652
H 2.098 -0.231 0.561
H 1.975 -1.765 2.226
H 3.520 -2.267 2.936
H 3.465 -1.714 1.254
H 4.837 1.118 3.223
H 5.261 -0.096 2.007
H 5.112 -0.561 3.717
C -1.003 -0.719 -4.056
Si -1.261 -1.084 -2.202
C -3.184 -0.845 -1.972
C -3.639 -1.149 -0.541
C -3.449 0.644 -2.225
C -4.045 -1.660 -2.945
C -0.695 -2.943 -2.083
C -1.178 -3.641 -0.809
C 0.840 -2.943 -2.060
C -1.142 -3.787 -3.284
H -1.518 -1.449 -4.689
H 0.066 -0.751 -4.302
H -1.379 0.274 -4.326
H -3.040 -0.600 0.190
H -3.567 -2.212 -0.302
H -4.691 -0.851 -0.408
H -2.894 1.266 -1.517
H -4.522 0.860 -2.103
H -3.161 0.948 -3.237
H -3.965 -2.733 -2.753
H -3.765 -1.479 -3.987
H -5.108 -1.389 -2.834
H -0.908 -3.061 0.072
H -0.714 -4.637 -0.733
H -2.262 -3.785 -0.805
H 1.224 -2.438 -1.170
H 1.271 -2.434 -2.927
H 1.206 -3.982 -2.054
H -2.228 -3.824 -3.392
H -0.788 -4.822 -3.153
H -0.721 -3.415 -4.220

Atoms 1-2, force components in eV/Å:
Co 0.1 -0.4 -0.5
C 0.0 0.1 -0.1